The following is a quantum chemistry calculation of a cluster of 2 separate species, C4H8N3O in total, from OMol25.

Positions of all 16 atoms, in Å:
1 C -1.01243 0.31275 -0.02051
2 C -3.31995 0.03112 -0.16752
3 C 3.98491 0.47493 -0.07337
4 C -1.99371 -0.57781 0.40215
5 N 0.66204 -0.77633 -0.20934
6 N 2.94160 -0.51666 0.00449
7 N 1.79322 -0.59207 -0.20202
8 O -0.75493 1.36708 -0.44392
9 H -3.68047 0.77332 0.45031
10 H -3.25703 0.31123 -1.21260
11 H -3.97461 -0.75447 -0.05198
12 H 4.13716 0.71602 1.03432
13 H 3.56139 1.23159 -0.74300
14 H 4.91312 0.10661 -0.49417
15 H -1.84880 -1.64373 0.10482
16 H -2.15151 -0.46359 1.62234

Output
* LUMO level: -4.65 eV
* charge: +1
* ΔE to the lowest compared entry with this formula, charge and spin: 142.3 kcal/mol
* frontier orbital gap: 9.46 eV
* HOMO level: -14.1 eV

The following is a quantum chemistry calculation of a cluster of 2 separate species, C2H6 in total, from OMol25.

Positions of all 8 atoms, in Å:
1 C 0.76263 0.06014 -0.04703
2 C -0.69294 0.25204 -0.06520
3 H 0.90776 -0.63467 0.79432
4 H 1.29175 -0.36980 -0.88691
5 H 1.14512 1.04989 0.07660
6 H -1.07124 -1.33464 -0.09276
7 H -1.41427 0.68546 -0.74197
8 H -0.92882 0.29158 0.96296

Output
* LUMO level: 1.00 eV
* ΔE to the lowest compared entry with this formula, charge and spin: 61.4 kcal/mol
* frontier orbital gap: 10.75 eV
* HOMO level: -9.8 eV

The following is a quantum chemistry calculation of the molecule C5H6O, from OMol25.

Positions of all 12 atoms, in Å:
1 C 0.16064 0.63154 0.10418
2 C -0.57347 -0.73840 -1.75415
3 C -0.40526 -0.71450 -0.14286
4 C 0.62044 0.75866 1.60784
5 C 1.00425 0.85088 2.74238
6 O -0.77463 -1.57064 0.58800
7 H 1.04625 0.82589 -0.49956
8 H -0.61047 1.39231 -0.02769
9 H -1.35620 -1.45871 -1.97794
10 H -0.83497 0.20831 -2.21893
11 H 0.37436 -1.09241 -2.15637
12 H 1.34906 0.90706 3.73510

Output
* LUMO level: 0.77 eV
* SMILES: C#CCC(C)=O
* ΔE to the lowest compared entry with this formula, charge and spin: 50.8 kcal/mol
* frontier orbital gap: 10.59 eV
* HOMO level: -9.8 eV

The following is a quantum chemistry calculation of the molecule C21H28Br2ClNO5S, from OMol25.

Positions of all 59 atoms, in Å:
1 C -4.45273 -3.96188 3.95558
2 C -4.02224 -3.37648 2.44959
3 C -3.08449 -2.03150 2.74307
4 C -2.79635 -1.12078 1.41395
5 O -1.83479 -1.67992 0.45601
6 C -0.44557 -1.30661 0.75406
7 C 0.23347 -0.29695 -0.39664
8 Br -0.27147 -1.23080 -2.14492
9 C -0.57022 1.08813 -0.23487
10 C -0.36720 2.29062 -1.29161
11 C -0.57391 2.28099 -2.91664
12 C -0.37446 3.61079 -3.90728
13 C 0.05072 5.08821 -3.28018
14 C 0.23779 5.12649 -1.62383
15 C 0.64841 6.59839 -0.97005
16 C 0.04881 3.78370 -0.65653
17 C 1.85879 -0.29452 -0.37249
18 O 2.52407 -0.27439 0.92134
19 C 2.01496 0.67840 1.88954
20 N 1.40488 1.39448 2.81214
21 C 2.56912 0.70590 -1.51081
22 Cl 3.14871 2.33103 -0.85577
23 C 3.87608 0.02286 -2.25238
24 C 3.50381 -0.68230 -3.71858
25 O 2.21310 -1.64352 -0.94867
26 S 1.99693 -2.89550 0.15725
27 O 3.23386 -3.20239 1.07395
28 O 1.83762 -4.21075 -0.70625
29 C 0.38684 -2.66555 1.05819
30 C 0.53694 -2.83345 2.71595
31 Br -0.84381 -4.20489 0.52288
32 H -4.22085 -5.11829 4.05063
33 H -3.84299 -3.43808 4.82769
34 H -5.59382 -3.76179 4.20467
35 H -3.44852 -4.23245 1.89300
36 H -5.03261 -3.07341 1.93557
37 H -3.75189 -1.35598 3.46745
38 H -2.13892 -2.32283 3.36773
39 H -2.55821 -0.01416 1.76126
40 H -3.83575 -1.04116 0.83250
41 H -0.47160 -0.64063 1.74132
42 H -0.42113 1.53176 0.86396
43 H -1.73548 0.81987 -0.26924
44 H -0.90883 1.29887 -3.45079
45 H -0.53089 3.55425 -5.08723
46 H 0.21673 6.05252 -3.96230
47 H 1.24924 6.36825 0.03036
48 H -0.26902 7.29838 -0.77666
49 H 1.44589 7.05674 -1.72024
50 H 0.19080 3.92211 0.50125
51 H 1.76917 0.87021 -2.38185
52 H 4.57963 0.94147 -2.55019
53 H 4.53240 -0.65576 -1.56314
54 H 2.56644 -1.38122 -3.67021
55 H 3.33322 0.20544 -4.49653
56 H 4.49035 -1.23524 -4.08666
57 H 0.52872 -1.80991 3.28247
58 H 1.52277 -3.39022 3.02913
59 H -0.35251 -3.53657 3.09004

Output
* LUMO level: -0.55 eV
* SMILES: CCCCO[C@@H]1[C@@](Br)(Cc2cccc(C)c2)[C@](OC#N)([C@@H](Cl)CC)OS(=O)(=O)[C@]1(C)Br
* frontier orbital gap: 8.02 eV
* HOMO level: -8.6 eV

The following is a quantum chemistry calculation of the ion C28H44BrFN2OPS with charge +1, from OMol25.

Positions of all 79 atoms, in Å:
1 C 4.82378 -1.43274 3.05905
2 C 4.20275 -2.04021 1.67172
3 C 2.62430 -1.60926 1.61800
4 C 2.38215 -0.17989 0.91659
5 C 1.46509 -0.17407 -0.37233
6 C 2.27243 -0.11553 -1.72812
7 C 3.89925 -0.13602 -1.79535
8 C 4.54472 1.30940 -1.53513
9 C 4.35498 2.37512 -2.72147
10 C 4.60479 1.80269 -4.20254
11 C 2.94631 3.19942 -2.63393
12 C 1.61597 -0.03967 -3.14624
13 C 0.07310 0.01724 -3.23578
14 P -0.60527 0.14211 -4.99873
15 S 0.66504 -0.50334 -6.36086
16 C -0.72940 -0.05670 -1.91300
17 C -2.27992 -0.00335 -1.97268
18 F -3.05310 0.10968 -3.18326
19 C -3.08359 -0.04268 -0.66267
20 N -4.56913 0.04001 -0.80993
21 C -4.96949 1.24782 -1.14327
22 C -6.56515 1.39008 -1.43443
23 C -4.12075 2.58221 -1.31493
24 N -2.45275 -0.20310 0.66744
25 C -3.47174 -0.23455 1.75396
26 C -4.06091 1.26914 2.04502
27 C -5.65904 1.27729 2.25521
28 Br -3.29630 1.85659 3.82782
29 C -0.99652 -0.30160 0.84589
30 C -0.54766 -0.52983 2.32114
31 C -0.95922 -2.07429 2.73580
32 C 0.20000 -2.89687 3.46153
33 C -0.27567 -4.07279 4.44848
34 O -1.68833 -4.36293 4.45447
35 C -0.09605 -0.18186 -0.45866
36 H 4.12198 -1.55540 3.95110
37 H 4.98039 -0.29891 2.88718
38 H 5.83960 -1.90713 3.30521
39 H 4.30776 -3.18033 1.76050
40 H 4.82346 -1.57197 0.83846
41 H 2.36158 -1.44290 2.73417
42 H 2.05823 -2.47989 1.14704
43 H 3.45633 0.23026 0.74911
44 H 1.94643 0.62697 1.62959
45 H 4.22143 -0.53358 -2.83505
46 H 4.21940 -0.93986 -1.05066
47 H 4.02714 1.73123 -0.58547
48 H 5.66940 1.27688 -1.26144
49 H 5.16655 3.18673 -2.55363
50 H 5.20578 0.81323 -4.20935
51 H 5.20347 2.51724 -4.88425
52 H 3.61153 1.59161 -4.75626
53 H 2.73462 3.33089 -1.50281
54 H 3.03324 4.22500 -3.16515
55 H 2.08261 2.65552 -3.15019
56 H 2.25747 0.01663 -4.10553
57 H -1.73528 -0.73714 -5.07055
58 H -1.00229 1.49441 -5.32776
59 H -6.93941 2.45917 -1.26846
60 H -6.85835 0.97699 -2.45998
61 H -7.07076 0.74246 -0.62777
62 H -3.17239 2.65430 -0.68542
63 H -4.78331 3.49651 -1.05689
64 H -3.86723 2.69411 -2.43127
65 H -4.37524 -0.92514 1.52278
66 H -3.11808 -0.57664 2.77655
67 H -3.67424 2.04240 1.30331
68 H -5.94157 0.33413 2.86136
69 H -6.26322 1.27210 1.28840
70 H -5.90031 2.19919 2.91036
71 H 0.49894 -0.38693 2.67942
72 H -1.19710 0.13513 3.01833
73 H -1.39274 -2.60263 1.80388
74 H -1.82918 -2.01056 3.50096
75 H 0.82655 -3.40109 2.62797
76 H 0.87566 -2.18810 4.08043
77 H 0.15966 -3.84885 5.49581
78 H 0.25752 -5.04949 4.11604
79 H -2.02066 -4.49406 3.54110

Output
* LUMO level: -4.58 eV
* SMILES: CCCCc1c(CCC(C)C)cc([PH2]=S)c2c(F)c(N=C(C)C)[n+](C[C@@H](C)Br)c(CCCCO)c12
* charge: +1
* frontier orbital gap: 6.30 eV
* HOMO level: -10.9 eV

The following is a quantum chemistry calculation of a structure of composition C13H13FeN2O3, from OMol25.

Positions of all 32 atoms, in Å:
1 O -2.62774 -1.67181 -0.16889
2 C -1.98820 -1.82330 -1.13377
3 Fe -0.83694 -2.10049 -2.42679
4 C -0.23589 -3.63324 -1.83591
5 O 0.00134 -4.56256 -1.17341
6 C -1.92256 -2.75331 -3.61925
7 O -2.67084 -3.48321 -4.13732
8 C 1.39188 0.12466 -0.72809
9 C 0.11243 0.73799 -1.19908
10 C -0.50677 0.00325 -2.39819
11 C 0.37018 -0.69345 -3.28889
12 C 1.28896 -1.54683 -2.57599
13 C 1.81074 -1.04086 -1.31252
14 H 1.95142 0.62191 0.05806
15 H -0.61566 0.73043 -0.36968
16 H 0.23345 1.81705 -1.42501
17 H -1.41880 0.49703 -2.76225
18 H 0.30979 -0.62155 -4.37968
19 H 1.84531 -2.31013 -3.12857
20 H 2.63478 -1.60630 -0.85025
21 C 0.06066 3.39020 4.15913
22 C 0.16717 2.23467 3.25169
23 C 0.77622 2.01897 2.03079
24 N 0.55030 0.71840 1.62000
25 C -0.17800 0.13170 2.55493
26 N -0.43727 1.03322 3.56472
27 H 0.59853 4.25003 3.74685
28 H -0.99083 3.67645 4.30809
29 H 0.48813 3.16017 5.14594
30 H 1.34760 2.73013 1.45526
31 H -0.53728 -0.89099 2.60351
32 H -0.97209 0.86177 4.41456

Output
* spin multiplicity: 5
* LUMO level (spin up / spin down): -3.64 / -8.24 eV
* charge: +1
* ΔE to the lowest compared entry with this formula, charge and spin: 0.0 kcal/mol
* frontier orbital gap (spin up / spin down): 4.52 / 2.61 eV
* HOMO level (spin up / spin down): -8.2 / -10.9 eV

The following is a quantum chemistry calculation of a structure of composition C24H34BrClCsF21N4Na3O5P2S, from OMol25.

Positions of all 97 atoms, in Å:
1 C 6.84834 0.50514 -0.54117
2 C 6.31709 1.54599 -1.09991
3 N 5.16324 2.36167 -0.65612
4 C 5.70158 3.76029 -0.44369
5 F 6.17281 4.25247 -1.62031
6 C 6.85880 3.88852 0.54234
7 C 7.36762 5.37156 0.44730
8 C 4.16227 2.34673 -1.84021
9 Br 4.23871 0.69937 -3.01414
10 C 2.70157 2.33349 -1.36348
11 O 2.50989 1.01493 -0.83778
12 C 3.25685 0.90001 0.35373
13 S 3.67396 -0.86850 0.58688
14 O 4.26342 -1.11438 1.87457
15 O 4.51876 -1.43543 -0.40437
16 C 2.11469 -1.91291 0.60815
17 F 1.33228 -1.54374 1.62263
18 F 2.56067 -3.09989 0.92018
19 C 1.42808 -2.06279 -0.77353
20 F 0.76130 -3.24893 -0.71529
21 F 2.26013 -2.20736 -1.76059
22 C 0.36463 -0.98675 -1.22256
23 F 0.08667 -0.04506 -0.39117
24 F 0.81074 -0.43376 -2.43561
25 F -0.75059 -1.58627 -1.52887
26 C 4.42173 1.92241 0.56281
27 O 5.21160 1.54281 1.63878
28 C 4.87946 2.13678 2.88724
29 C 3.72460 1.48075 3.70090
30 N 2.80294 2.55434 4.16026
31 C 1.39670 2.30850 3.78734
32 C 0.44972 3.19013 4.62634
33 C -0.88466 3.26238 3.83794
34 O 0.98802 4.45885 4.88816
35 H 6.46297 0.00676 0.34172
36 H 7.70852 0.02607 -0.99344
37 H 6.80473 1.91317 -1.99479
38 H 4.90645 4.45389 -0.14065
39 H 7.72738 3.26721 0.31881
40 H 6.59448 3.75201 1.59275
41 H 7.97473 5.54137 -0.44026
42 H 6.47484 6.00798 0.38913
43 H 7.93529 5.61857 1.34546
44 H 4.29434 3.17986 -2.53038
45 H 2.41825 3.13116 -0.65765
46 H 2.10097 2.46483 -2.26335
47 H 2.51348 1.12902 1.13733
48 H 3.91628 2.83742 0.91671
49 H 5.78173 2.04023 3.50185
50 H 4.70877 3.22373 2.83885
51 H 4.16072 1.05602 4.61285
52 H 3.22322 0.64805 3.19952
53 H 2.86839 2.59313 5.17123
54 H 1.16403 1.25645 4.04248
55 H 1.30143 2.50057 2.71367
56 H 0.20653 2.66153 5.58610
57 H -1.68925 3.68033 4.44560
58 H -0.71039 3.84461 2.92905
59 H -1.09916 2.23960 3.50239
60 H 0.35316 4.91911 5.45420
61 C -1.88228 -4.83743 -1.41064
62 C -3.00764 -5.69208 -1.78689
63 N -3.91005 -6.27705 -2.15472
64 H -0.94360 -5.38580 -1.46932
65 H -1.84426 -3.99539 -2.09186
66 H -2.01638 -4.46776 -0.39486
67 N -7.22214 -4.12763 -0.10535
68 C -7.81281 -3.71124 1.01190
69 C -7.44662 -4.14470 2.28280
70 C -6.40372 -5.04191 2.38491
71 C -5.75130 -5.47815 1.24220
72 C -6.19760 -5.00514 0.01303
73 H -8.62606 -3.00336 0.87967
74 H -7.96792 -3.77786 3.16080
75 H -6.08679 -5.39821 3.35844
76 H -4.92322 -6.17485 1.29597
77 H -5.72608 -5.31376 -0.90433
78 F 3.98651 -1.25198 -4.06135
79 Na 0.16977 -0.65854 -4.16441
80 F -1.88644 -0.09948 -8.02641
81 P -3.49452 -0.24471 -7.75083
82 F -4.18089 -1.34829 -6.78709
83 F -3.61607 1.31704 -8.18494
84 F -3.19785 0.31859 -6.23675
85 F -3.18889 -1.45703 -8.78833
86 F -4.93729 -0.13046 -8.49379
87 Na -6.83712 -6.44255 4.62454
88 F -11.83425 -0.48528 -1.95461
89 P -11.15689 -1.55382 -0.91191
90 F -11.18587 -3.17942 -1.10676
91 F -10.22287 -0.28424 -0.42752
92 F -10.02615 -1.79616 -2.07418
93 F -12.75217 -1.69315 -0.57180
94 F -10.89756 -1.86528 0.69093
95 Cs -5.81558 1.68926 -7.82338
96 Cl -7.63293 -6.18092 -1.78796
97 Na 0.66008 1.89469 7.10881

Output
* LUMO level: -5.40 eV
* charge: +1
* frontier orbital gap: 1.02 eV
* HOMO level: -6.4 eV

The following is a quantum chemistry calculation of a structure of composition FH8HfO4Pb, from OMol25.

Positions of all 15 atoms, in Å:
1 Pb 1.82840 8.30002 11.10261
2 Hf -0.67194 5.27661 14.09443
3 F 0.37253 6.33501 12.22835
4 O -1.45303 7.70382 13.79588
5 H -1.05761 8.42781 14.28139
6 H -1.80545 8.11003 13.00403
7 O -0.65425 3.64587 12.19947
8 H -0.55871 3.90415 11.28274
9 H -1.14158 2.82264 12.16733
10 O -0.61832 4.65699 9.59154
11 H -0.27983 4.10028 8.89030
12 H -0.09242 5.45508 9.53937
13 O 1.49225 4.22659 13.78772
14 H 1.70201 3.77639 12.96946
15 H 2.34187 4.48954 14.14159

Output
* LUMO level: -24.39 eV
* charge: +5
* ΔE to the lowest compared entry with this formula, charge and spin: 0.0 kcal/mol
* frontier orbital gap: 3.94 eV
* HOMO level: -28.3 eV

| no. | strongest force on any atom (eV Å⁻¹) |
| --- | --- |
| 1 | 5.36 |
| 2 | 6.70 |
| 3 | 5.26 |
| 4 | 12.14 |
| 5 | 4.40 |
| 6 | 6.15 |
| 7 | 10.59 |
| 8 | 7.45 |